9
Properties=species:S:1:pos:R:3:forces:R:3 method="wB97M-V/def2-TZVPD" homo_ev="-16.4181 / -16.0003" e_tot_ha=-652.67322 total_charge=+1
N -1.2552 -1.9916 0.4914 0.3475 1.7093 -0.0368
N 0.1592 1.8644 -0.2224 -0.2567 -0.2272 0.0606
F 1.0669 -0.1295 -1.4491 -0.9095 0.0699 0.9685
F 1.7551 0.2438 0.8370 -1.2973 -0.0928 -0.2633
P 0.4685 0.2736 -0.0552 1.7281 -0.4448 -0.7403
H -1.2202 -2.4555 -0.4171 0.2351 -0.3971 0.0362
H -0.6808 -2.4794 1.1810 0.1139 -0.3772 -0.1913
H -0.4639 2.2001 -0.9540 0.0167 -0.1794 -0.0052
H 0.1705 2.4742 0.5884 0.0221 -0.0607 0.1716